{
  "formula": "C38H34F2N5O3Ti",
  "method": "ωB97M-V/def2-TZVPD",
  "species": ["Ti", "C", "O", "C", "N", "C", "C", "C", "C", "C", "C", "C", "C", "C", "C", "C", "C", "N", "C", "N", "C", "C", "O", "C", "C", "C", "C", "C", "C", "H", "H", "H", "H", "H", "H", "H", "H", "H", "H", "H", "H", "H", "H", "H", "H", "H", "H", "H", "F", "C", "C", "C", "C", "C", "F", "C", "C", "C", "C", "C", "C", "N", "H", "H", "H", "H", "H", "H", "C", "N", "C", "C", "C", "O", "H", "H", "H", "H", "H", "H", "H", "H", "H"],
  "positions_angstrom": [[0.383, 0.529, -0.230], [1.249, 1.388, 4.198], [2.440, 1.348, 3.373], [2.046, 1.067, 2.154], [0.785, 0.956, 1.913], [0.075, 1.180, 3.202], [-0.873, 0.095, 3.693], [-1.234, 0.108, 5.039], [-2.111, -0.842, 5.540], [-2.644, -1.812, 4.706], [-2.298, -1.822, 3.364], [-1.416, -0.875, 2.862], [3.028, 0.881, 1.081], [4.399, 0.989, 1.180], [5.158, 0.800, 0.021], [4.526, 0.534, -1.180], [3.136, 0.451, -1.194], [2.412, 0.600, -0.073], [2.266, 0.337, -2.345], [0.976, 0.421, -2.183], [0.377, 0.533, -3.532], [1.592, 0.277, -4.462], [2.731, 0.252, -3.569], [-0.765, -0.402, -3.869], [-1.338, -0.285, -5.133], [-2.364, -1.131, -5.516], [-2.833, -2.097, -4.636], [-2.264, -2.215, -3.379], [-1.226, -1.375, -2.999], [1.220, 2.343, 4.716], [1.326, 0.578, 4.920], [-0.496, 2.108, 3.097], [-0.843, 0.872, 5.701], [-2.384, -0.821, 6.587], [-3.333, -2.549, 5.094], [-2.728, -2.564, 2.701], [-1.167, -0.875, 1.819], [4.867, 1.215, 2.129], [6.235, 0.885, 0.064], [5.080, 0.408, -2.100], [0.018, 1.562, -3.632], [1.753, 1.056, -5.202], [1.522, -0.688, -4.959], [-0.990, 0.481, -5.818], [-2.799, -1.037, -6.502], [-3.641, -2.753, -4.928], [-2.643, -2.968, -2.698], [-0.771, -1.471, -2.025], [-5.007, -0.497, -0.388], [-4.037, 0.418, -0.369], [-2.720, -0.003, -0.358], [-1.667, 0.909, -0.333], [-2.000, 2.285, -0.312], [-3.344, 2.668, -0.333], [-3.697, 3.962, -0.333], [-4.376, 1.754, -0.360], [-0.870, 3.229, -0.296], [-0.983, 4.620, -0.225], [0.148, 5.410, -0.271], [1.391, 4.805, -0.396], [1.439, 3.431, -0.438], [0.353, 2.643, -0.372], [-2.553, -1.075, -0.361], [-5.406, 2.081, -0.372], [-1.946, 5.089, -0.139], [0.062, 6.487, -0.220], [2.302, 5.383, -0.457], [2.398, 2.943, -0.534], [0.036, -3.755, -0.996], [0.743, -3.653, 0.280], [1.063, -4.889, 1.003], [1.007, -2.450, 0.758], [1.764, -2.302, 2.043], [0.619, -1.424, 0.125], [0.056, -4.784, -1.340], [0.513, -3.127, -1.745], [-1.002, -3.441, -0.881], [0.590, -5.722, 0.494], [0.674, -4.859, 2.018], [2.137, -5.073, 1.026], [2.061, -3.250, 2.476], [1.142, -1.769, 2.762], [2.665, -1.718, 1.853]],
  "forces_ev_per_a": [[-1.9, -0.2, 0.9], [-0.3, 0.0, 0.1], [0.4, 0.0, -0.2], [-0.7, 0.0, 0.3], [0.5, -0.4, 0.4], [-0.1, 0.2, 0.2], [0.1, 0.0, -0.2], [0.0, 0.0, -0.1], [0.0, 0.0, 0.1], [0.0, 0.0, -0.1], [0.0, -0.1, 0.0], [0.0, 0.1, 0.2], [0.1, -0.1, -0.2], [0.1, 0.0, 0.0], [-0.1, 0.0, 0.2], [-0.2, -0.1, -0.3], [0.4, 0.1, 0.8], [2.1, 0.2, -0.2], [-1.1, -0.1, -0.8], [1.0, -0.3, -1.0], [-0.1, -0.1, -0.3], [-0.4, 0.0, -0.2], [0.5, 0.2, 0.3], [0.0, 0.0, 0.2], [0.0, 0.1, 0.1], [0.0, 0.0, -0.1], [0.0, 0.0, 0.0], [0.0, -0.1, 0.0], [0.1, 0.1, -0.1], [0.1, 0.0, 0.0], [0.0, 0.0, 0.0], [0.0, 0.0, -0.1], [0.0, 0.0, 0.0], [0.0, 0.0, 0.0], [0.0, 0.0, 0.0], [0.0, 0.0, 0.0], [0.0, 0.0, -0.4], [0.0, 0.0, 0.0], [0.0, 0.0, 0.0], [0.0, 0.0, 0.0], [0.1, 0.0, 0.0], [0.1, 0.0, 0.1], [0.1, 0.0, 0.1], [0.0, 0.0, 0.0], [0.0, 0.0, 0.0], [0.0, 0.0, 0.0], [0.0, 0.0, 0.0], [-0.1, 0.0, 0.1], [-0.1, 0.0, 0.0], [0.1, 0.1, 0.0], [0.2, -0.2, 0.1], [-1.0, 0.2, -0.1], [0.0, 0.0, 0.0], [0.1, -0.2, 0.0], [0.0, 0.1, 0.0], [-0.1, 0.0, 0.0], [0.0, 0.2, 0.0], [0.1, 0.1, 0.0], [0.0, -0.1, 0.0], [0.0, 0.0, 0.0], [0.0, 0.1, 0.0], [-0.1, 1.0, 0.0], [0.1, 0.0, 0.0], [0.0, 0.0, 0.0], [-0.1, -0.1, 0.0], [0.0, 0.0, 0.0], [0.0, 0.0, 0.0], [0.0, 0.0, 0.0], [0.0, 0.0, -0.1], [0.0, 0.1, -0.1], [0.1, -0.1, 0.1], [-0.1, -0.2, 0.0], [0.0, 0.0, 0.0], [-0.1, -0.7, 0.2], [0.0, 0.0, 0.1], [0.0, 0.0, 0.0], [0.0, 0.0, 0.0], [0.0, 0.0, 0.0], [0.0, 0.0, 0.0], [0.0, 0.0, 0.0], [0.0, 0.0, 0.0], [0.0, 0.0, 0.0], [0.0, 0.0, 0.0]],
  "charge": 2,
  "e_lumo_ev": [-6.44, -6.62],
  "spin_multiplicity": 2,
  "total_energy_ev": -82091.1194,
  "gap_ev": [6.47, 6.73]
}

=====

{
  "formula": "C30H70N4O6",
  "method": "ωB97M-V/def2-TZVPD",
  "species": ["C", "C", "N", "C", "N", "C", "N", "C", "C", "N", "H", "H", "H", "H", "H", "H", "H", "H", "H", "H", "C", "C", "O", "C", "C", "H", "H", "H", "H", "H", "H", "H", "H", "H", "H", "C", "C", "O", "C", "C", "H", "H", "H", "H", "H", "H", "H", "H", "H", "H", "C", "C", "O", "C", "C", "H", "H", "H", "H", "H", "H", "H", "H", "H", "H", "C", "C", "O", "C", "C", "H", "H", "H", "H", "H", "H", "H", "H", "H", "H", "C", "C", "O", "C", "C", "H", "H", "H", "H", "H", "H", "H", "H", "H", "H", "C", "C", "O", "C", "C", "H", "H", "H", "H", "H", "H", "H", "H", "H", "H"],
  "positions_angstrom": [[3.782, 0.490, -4.024], [3.093, -0.853, -3.738], [1.705, -0.823, -3.275], [0.656, -0.315, -4.141], [1.075, -0.310, -5.529], [-0.550, -1.189, -3.949], [-1.503, -1.818, -3.833], [0.228, 1.115, -3.715], [-0.603, 1.791, -4.707], [-1.212, 2.330, -5.514], [3.761, 0.729, -5.088], [3.322, 1.316, -3.480], [4.832, 0.435, -3.726], [3.172, -1.505, -4.608], [3.634, -1.362, -2.938], [1.656, -0.371, -2.370], [0.294, -0.057, -6.125], [1.360, -1.244, -5.802], [1.115, 1.719, -3.510], [-0.337, 1.038, -2.781], [4.820, -4.209, 0.893], [4.928, -2.858, 0.213], [3.739, -2.434, -0.436], [2.597, -2.300, 0.392], [2.764, -1.297, 1.522], [4.524, -4.983, 0.183], [5.782, -4.475, 1.330], [4.094, -4.196, 1.707], [5.680, -2.896, -0.577], [5.260, -2.104, 0.936], [2.294, -3.274, 0.792], [1.802, -1.974, -0.280], [3.532, -1.607, 2.233], [1.825, -1.199, 2.068], [3.041, -0.317, 1.128], [-0.388, 2.247, 2.550], [0.164, 2.135, 1.139], [-0.688, 1.451, 0.237], [-1.973, 2.028, 0.035], [-1.930, 3.429, -0.547], [-0.618, 1.258, 2.949], [0.350, 2.721, 3.198], [-1.298, 2.848, 2.588], [1.085, 1.551, 1.149], [0.421, 3.129, 0.752], [-2.561, 2.009, 0.957], [-2.471, 1.358, -0.666], [-1.458, 4.151, 0.120], [-2.939, 3.788, -0.754], [-1.364, 3.420, -1.482], [4.943, 5.337, -3.466], [4.199, 4.104, -3.949], [3.162, 3.681, -3.080], [2.117, 4.611, -2.853], [1.375, 5.030, -4.109], [5.354, 5.171, -2.469], [5.766, 5.559, -4.148], [4.300, 6.216, -3.428], [4.881, 3.255, -3.999], [3.812, 4.263, -4.962], [2.481, 5.488, -2.305], [1.432, 4.086, -2.183], [1.992, 5.603, -4.802], [0.520, 5.651, -3.838], [1.007, 4.146, -4.634], [-6.825, 2.556, -1.185], [-5.685, 1.782, -0.547], [-5.370, 2.193, 0.773], [-6.414, 2.067, 1.726], [-6.920, 0.647, 1.905], [-6.610, 3.625, -1.184], [-6.959, 2.230, -2.217], [-7.770, 2.399, -0.663], [-4.769, 1.946, -1.117], [-5.888, 0.706, -0.578], [-7.242, 2.741, 1.480], [-5.979, 2.425, 2.659], [-7.389, 0.261, 0.999], [-7.668, 0.610, 2.697], [-6.105, -0.026, 2.175], [5.008, -1.488, 5.199], [5.136, -2.962, 4.855], [6.047, -3.236, 3.805], [7.391, -2.843, 4.025], [8.044, -3.506, 5.225], [4.726, -0.911, 4.317], [4.240, -1.353, 5.961], [5.939, -1.076, 5.591], [4.178, -3.340, 4.494], [5.390, -3.543, 5.749], [7.466, -1.752, 4.104], [7.915, -3.132, 3.113], [7.567, -3.220, 6.163], [9.092, -3.210, 5.284], [7.996, -4.592, 5.135], [-6.823, -4.493, 3.636], [-7.924, -3.464, 3.442], [-7.679, -2.545, 2.393], [-7.529, -3.102, 1.098], [-8.745, -3.868, 0.606], [-5.864, -4.001, 3.804], [-7.050, -5.116, 4.503], [-6.720, -5.153, 2.774], [-8.011, -2.845, 4.336], [-8.890, -3.962, 3.303], [-6.635, -3.733, 1.050], [-7.346, -2.245, 0.449], [-8.947, -4.753, 1.211], [-8.579, -4.201, -0.419], [-9.631, -3.233, 0.624]],
  "forces_ev_per_a": [[0.0, -0.1, -0.2], [0.3, 0.1, 0.2], [0.0, 0.0, -0.1], [0.0, 0.1, 0.0], [0.0, -0.1, 0.0], [0.0, 0.0, 0.0], [0.0, 0.0, 0.0], [-0.1, 0.0, 0.2], [0.3, -0.1, 0.3], [-0.2, 0.1, -0.2], [-0.1, 0.1, 0.1], [0.1, -0.1, 0.0], [0.0, 0.0, 0.0], [-0.1, 0.0, 0.0], [-0.1, 0.0, 0.0], [-0.1, -0.1, 0.0], [0.0, 0.1, 0.0], [0.0, 0.0, 0.0], [0.0, 0.0, -0.2], [0.1, 0.1, 0.0], [-0.1, -0.1, 0.0], [0.1, 0.0, 0.1], [0.0, 0.1, -0.1], [-0.1, 0.0, 0.0], [0.0, 0.0, 0.0], [0.0, 0.0, 0.0], [0.0, 0.0, 0.0], [0.0, 0.0, 0.0], [0.0, 0.0, 0.0], [0.0, 0.0, 0.0], [0.0, 0.0, 0.0], [0.0, 0.0, 0.0], [0.0, 0.0, 0.0], [0.0, 0.0, 0.0], [0.0, 0.0, 0.0], [0.0, 0.0, 0.0], [0.1, 0.0, 0.0], [0.0, 0.0, -0.1], [-0.1, 0.0, 0.1], [0.2, 0.0, -0.1], [0.0, 0.0, 0.0], [0.0, 0.0, 0.0], [0.0, 0.0, 0.0], [0.0, 0.0, 0.0], [0.0, 0.0, 0.0], [0.0, 0.0, 0.0], [0.0, 0.0, 0.0], [0.0, 0.0, 0.1], [0.0, -0.1, 0.0], [0.0, 0.1, 0.0], [0.0, 0.0, 0.1], [0.1, 0.0, -0.1], [0.0, 0.0, 0.1], [-0.1, 0.0, 0.0], [0.0, -0.1, 0.0], [0.0, 0.0, 0.0], [0.0, 0.0, 0.0], [0.0, 0.0, 0.0], [0.0, 0.0, 0.0], [0.0, 0.0, 0.0], [0.1, 0.0, 0.0], [0.0, 0.0, 0.0], [0.0, 0.0, 0.1], [0.0, 0.0, 0.0], [0.0, 0.1, -0.1], [0.0, 0.0, 0.1], [0.0, 0.0, -0.1], [0.1, 0.1, 0.0], [0.0, 0.0, 0.1], [0.0, 0.0, 0.0], [0.0, 0.0, 0.0], [0.0, 0.0, 0.0], [0.0, 0.0, 0.0], [0.0, 0.0, 0.0], [0.0, 0.0, 0.0], [0.0, 0.0, 0.0], [0.0, 0.0, 0.0], [0.0, 0.0, 0.0], [0.0, 0.0, 0.0], [0.0, 0.0, 0.0], [0.0, 0.0, 0.0], [0.0, 0.0, 0.0], [0.0, 0.0, -0.1], [0.0, 0.0, 0.0], [0.0, 0.0, 0.0], [0.0, 0.0, 0.0], [0.0, 0.0, 0.0], [0.0, 0.0, 0.0], [0.0, 0.0, 0.0], [0.0, 0.0, 0.0], [0.0, 0.0, 0.0], [0.0, 0.0, 0.0], [0.0, 0.0, 0.0], [0.0, 0.0, 0.0], [0.0, 0.0, 0.0], [0.0, 0.0, 0.0], [0.0, 0.0, 0.0], [0.0, 0.0, 0.0], [0.0, 0.0, 0.0], [0.0, 0.0, 0.0], [0.0, 0.0, 0.0], [0.0, 0.0, 0.0], [0.0, 0.0, 0.0], [0.0, 0.0, 0.0], [0.0, 0.0, 0.0], [0.0, 0.0, 0.0], [0.0, 0.0, 0.0], [0.0, 0.0, 0.0], [0.0, 0.0, 0.0], [0.0, 0.0, 0.0]],
  "charge": 0,
  "e_lumo_ev": 0.71,
  "smiles": "CCN[C@@](N)(C#N)CC#N.CCOCC.CCOCC.CCOCC.CCOCC.CCOCC.CCOCC",
  "total_energy_ev": -50487.3270,
  "gap_ev": 9.92
}

=====

Which formula does entry 1 have?
C38H34F2N5O3Ti